# 1
{
  "formula": "C18H55BNO26P5S2",
  "method": "ωB97M-V with the def2-TZVPD basis set",
  "species": ["C", "N", "C", "B", "O", "O", "S", "O", "O", "C", "S", "O", "O", "H", "H", "H", "H", "H", "H", "H", "H", "H", "H", "C", "O", "P", "O", "O", "C", "O", "C", "H", "H", "H", "H", "H", "H", "H", "H", "H", "C", "O", "P", "O", "O", "C", "O", "C", "H", "H", "H", "H", "H", "H", "H", "H", "H", "C", "O", "P", "O", "O", "C", "O", "C", "H", "H", "H", "H", "H", "H", "H", "H", "H", "C", "O", "P", "O", "O", "C", "O", "C", "H", "H", "H", "H", "H", "H", "H", "H", "H", "C", "O", "P", "O", "O", "C", "O", "C", "H", "H", "H", "H", "H", "H", "H", "H", "H"],
  "xyz": [[-6.80523, -1.61517, 0.92409], [-6.17401, -2.77387, 0.22543], [-7.06333, -3.96294, 0.38706], [-4.82784, -3.08591, 0.74915], [-4.67485, -4.26261, 1.55107], [-3.74797, -2.21333, 0.37256], [-2.96028, -1.54774, 1.68246], [-2.51663, -2.58738, 2.65359], [-1.51748, -1.03000, 0.94615], [-0.72931, -0.29218, 1.87913], [1.08780, -0.49338, 1.51947], [1.68120, -1.70476, 2.16344], [1.39190, -0.53901, 0.06092], [-6.12848, -1.06945, 1.63092], [-7.23621, -0.92909, 0.13313], [-7.71099, -2.01146, 1.47636], [-8.07550, -3.77062, -0.07026], [-6.63433, -4.89295, -0.11053], [-7.25834, -4.15100, 1.48485], [-4.64618, -4.04335, 2.49409], [-0.87885, -0.63857, 2.93478], [-0.96312, 0.80617, 1.75167], [1.76025, 0.60800, 2.04431], [-0.64035, 5.39477, -0.27661], [-0.41956, 4.31199, 0.63555], [1.15403, 3.68418, 0.84888], [0.75487, 2.98172, 2.13505], [1.74560, 5.18884, 1.13683], [1.36515, 5.88155, 2.31408], [2.73491, 3.04109, 0.94276], [3.68799, 3.49076, -0.03229], [-1.49191, 5.15427, -0.91308], [-0.88911, 6.28709, 0.30064], [0.23138, 5.59693, -0.89697], [0.59021, 5.36146, 2.88025], [0.98806, 6.87147, 2.03960], [2.24626, 6.00711, 2.94525], [4.04988, 4.48689, 0.22461], [3.24273, 3.49965, -1.02950], [4.53445, 2.80355, -0.02895], [-6.04856, -9.72783, -0.46036], [-6.73666, -8.94543, -1.43839], [-5.90259, -7.71407, -2.28819], [-6.98096, -7.64140, -3.34797], [-4.70572, -8.75672, -2.71639], [-4.98269, -9.80990, -3.62442], [-5.04033, -6.41815, -3.00043], [-3.75915, -6.09777, -2.44372], [-6.65296, -9.77165, 0.44749], [-5.93808, -10.74360, -0.84641], [-5.06580, -9.32439, -0.22190], [-6.04344, -9.89002, -3.86943], [-4.65629, -10.75692, -3.18333], [-4.41568, -9.63887, -4.54066], [-3.00989, -6.81595, -2.77965], [-3.80275, -6.08730, -1.35112], [-3.47096, -5.10603, -2.79509], [-1.67306, 10.36545, -2.44601], [-1.99889, 9.09070, -1.88736], [-3.63499, 8.59282, -1.79028], [-3.30411, 7.13507, -1.55121], [-3.85934, 8.92663, -3.38367], [-3.25111, 8.10534, -4.36780], [-5.32260, 8.38213, -1.60357], [-6.15926, 9.51419, -1.87046], [-0.97659, 10.87693, -1.77926], [-1.17341, 10.20489, -3.40376], [-2.55238, 10.98902, -2.59871], [-2.57050, 7.36625, -3.94123], [-2.68678, 8.73674, -5.06092], [-4.03470, 7.59041, -4.92525], [-6.26955, 9.65829, -2.94608], [-5.74677, 10.41721, -1.41304], [-7.14415, 9.32055, -1.44372], [8.13570, 1.84293, 0.43019], [7.40167, 2.64917, -0.49450], [8.20892, 3.85223, -1.40965], [7.04030, 3.95812, -2.36639], [9.31088, 2.74851, -1.92744], [8.90240, 1.69636, -2.78742], [9.06768, 5.07243, -2.24835], [10.41696, 5.32476, -1.83878], [7.60157, 1.81960, 1.38182], [8.18126, 0.82425, 0.03925], [9.14710, 2.21237, 0.59151], [7.82102, 1.66302, -2.93213], [9.22459, 0.74129, -2.36130], [9.38904, 1.82781, -3.75486], [11.08162, 4.55227, -2.22802], [10.48983, 5.36551, -0.74879], [10.72562, 6.28696, -2.24950], [1.41617, -4.60127, 3.56378], [1.55968, -5.94804, 4.02880], [3.04185, -6.77339, 3.80779], [2.72865, -7.86626, 4.80790], [3.88447, -5.53464, 4.48536], [3.78368, -5.29617, 5.87838], [4.50438, -7.48801, 3.27623], [5.30333, -6.73592, 2.35665], [0.48397, -4.51740, 3.00329], [1.35316, -3.94127, 4.43151], [2.24618, -4.28946, 2.93365], [3.03087, -5.92172, 6.36177], [3.51981, -4.24672, 6.04265], [4.75551, -5.48694, 6.33662], [5.84692, -5.94948, 2.88242], [4.68162, -6.29853, 1.57088], [6.02745, -7.41169, 1.89905]],
  "energy_ha": -5257.495241,
  "homo_ev": -9.39,
  "gap_ev": 6.7,
  "total_charge": 0,
  "e_lumo_ha": -0.0973
}

---

# 2
{
  "formula": "C38H27N3O4P2PbS2",
  "method": "ωB97M-V with the def2-TZVPD basis set",
  "species": ["Pb", "S", "P", "C", "P", "S", "C", "C", "C", "C", "C", "C", "C", "C", "C", "C", "C", "C", "C", "C", "C", "C", "C", "C", "C", "C", "C", "C", "C", "C", "H", "H", "H", "H", "H", "H", "H", "H", "H", "H", "H", "H", "H", "H", "H", "H", "H", "H", "H", "H", "O", "C", "O", "C", "C", "C", "N", "C", "C", "C", "O", "O", "H", "H", "H", "N", "C", "C", "C", "C", "N", "C", "C", "H", "H", "H", "H"],
  "xyz": [[-0.62728, 1.46618, -2.33530], [2.28803, 1.27591, -1.02888], [2.17802, 0.53703, 0.86309], [0.99215, 0.02721, -0.30202], [0.97103, -1.59634, -1.01756], [0.10545, -1.68202, -2.78090], [0.06093, -2.57365, 0.21717], [-0.38677, -2.04174, 1.42258], [-1.10373, -2.83387, 2.31280], [-1.37623, -4.15693, 2.00410], [-0.94032, -4.69022, 0.79494], [-0.23321, -3.90094, -0.09547], [2.60844, -2.37835, -1.11489], [3.44671, -2.02546, -2.17313], [4.71133, -2.58412, -2.27890], [5.13953, -3.51616, -1.34228], [4.30573, -3.87884, -0.29375], [3.04750, -3.30765, -0.17304], [1.62474, 1.57597, 2.19423], [0.30288, 2.02077, 2.19144], [-0.11752, 2.90511, 3.17204], [0.77444, 3.33102, 4.14582], [2.09392, 2.88645, 4.14556], [2.52786, 2.01049, 3.16740], [3.57800, -0.41267, 1.43595], [4.79451, -0.38178, 0.76063], [5.85915, -1.12736, 1.24326], [5.70135, -1.90756, 2.38075], [4.48163, -1.94513, 3.04607], [3.41595, -1.19159, 2.58200], [-0.21066, -0.99997, 1.66558], [-1.45688, -2.40655, 3.24278], [-1.93735, -4.77068, 2.69667], [-1.16051, -5.71955, 0.54372], [0.08629, -4.31011, -1.04694], [3.09475, -1.33472, -2.92832], [5.35479, -2.30690, -3.10393], [6.11960, -3.96632, -1.43674], [4.63373, -4.60897, 0.43529], [2.41169, -3.58784, 0.65677], [-0.35810, 1.72638, 1.38894], [-1.12953, 3.28531, 3.14893], [0.44521, 4.02808, 4.90562], [2.78523, 3.23411, 4.90152], [3.55426, 1.66616, 3.16040], [4.90106, 0.20845, -0.14018], [6.80832, -1.10401, 0.72490], [6.53322, -2.49128, 2.75337], [4.36179, -2.55735, 3.93006], [2.46794, -1.20834, 3.10629], [-6.75785, 5.11037, -2.44182], [-5.73292, 5.76447, -2.69807], [-5.51700, 6.95785, -2.94483], [-4.48068, 4.88572, -2.70904], [-4.06548, 4.24931, -3.88072], [-2.97829, 3.40761, -3.84256], [-2.29605, 3.16701, -2.71449], [-2.67149, 3.79145, -1.58334], [-3.74031, 4.65840, -1.54436], [-1.90405, 3.45037, -0.32246], [-2.13742, 4.03572, 0.71143], [-1.04201, 2.46430, -0.42403], [-4.60046, 4.40506, -4.80771], [-2.63403, 2.89446, -4.73537], [-4.00184, 5.13224, -0.60934], [-7.42008, -2.11445, -0.84289], [-6.41956, -1.58691, -1.03588], [-5.15450, -0.94155, -1.28986], [-4.51480, -1.11575, -2.51125], [-3.29473, -0.50296, -2.70129], [-2.71626, 0.25258, -1.76564], [-3.33281, 0.42203, -0.59440], [-4.55535, -0.15862, -0.31376], [-4.95686, -1.71891, -3.29067], [-2.75041, -0.63224, -3.62923], [-2.82188, 1.04159, 0.13077], [-5.03197, 0.00117, 0.64235]],
  "energy_ha": -3601.460091,
  "de_lowest_kj_mol": 0.6,
  "homo_ev": -7.30,
  "gap_ev": 6.3,
  "total_charge": 0,
  "e_lumo_ha": -0.0379
}

---

# 3
{
  "formula": "C5H3N3O2S",
  "method": "ωB97M-V with the def2-TZVPD basis set",
  "species": ["C", "C", "C", "C", "C", "N", "N", "N", "O", "O", "S", "H", "H", "H"],
  "xyz": [[2.10818, -1.59319, 0.55066], [1.77760, 1.22080, 0.41011], [0.86310, -1.49104, 0.25393], [2.82444, 0.67322, -0.15405], [-0.10447, -0.77375, -0.13287], [3.28026, -1.69480, 0.96912], [-1.33875, -1.06706, -0.47973], [3.87801, 0.51556, -0.67000], [4.86723, 0.47877, -1.28370], [4.33934, -1.10122, 0.69772], [0.19878, 1.19051, -0.17963], [1.94507, 1.61946, 1.47342], [-1.25955, -2.00949, -0.91863], [-1.86931, -0.35294, -0.89365]],
  "energy_ha": -904.899713,
  "de_lowest_kj_mol": 614.9,
  "homo_ev": [-8.24, -8.35],
  "gap_ev": [6.7, 6.9],
  "total_charge": 0,
  "e_lumo_ha": [-0.0553, -0.0531]
}

---

# 4
{
  "formula": "C5H6O2",
  "method": "ωB97M-V with the def2-TZVPD basis set",
  "species": ["C", "C", "O", "C", "O", "C", "C", "H", "H", "H", "H", "H", "H"],
  "xyz": [[-0.98233, -0.98940, 0.00527], [-0.02614, 0.17784, 0.27299], [1.06106, 0.10586, -0.67969], [2.00449, -0.78414, -0.35290], [2.04477, -1.42181, 0.66815], [-0.66648, 1.48926, 0.12771], [-1.22932, 2.54769, 0.04463], [-1.74416, -0.71001, -0.72583], [-1.46746, -1.31120, 0.92723], [-0.41746, -1.83819, -0.38771], [0.41146, 0.10216, 1.27351], [2.73228, -0.86511, -1.17259], [-1.72070, 3.49704, -0.00076]],
  "energy_ha": -344.531195,
  "smiles": "C#C[C@@H](C)OC=O",
  "de_lowest_kj_mol": 185.7,
  "homo_ev": -10.37,
  "gap_ev": 11.4,
  "total_charge": 0,
  "e_lumo_ha": 0.0360
}

---

# 5
{
  "formula": "CH2NO3PS",
  "method": "ωB97M-V with the def2-TZVPD basis set",
  "species": ["C", "N", "O", "O", "O", "P", "S", "H", "H"],
  "xyz": [[-0.20628, -0.83197, -0.11540], [-1.34125, -0.53602, 0.40348], [1.81264, 0.77291, -1.43157], [1.60762, 0.69047, 1.15220], [-0.25518, 1.68688, -0.23303], [0.97712, 0.58885, -0.18881], [0.16292, -2.48289, -0.56978], [-0.90328, 1.53929, 0.47850], [-1.85431, -1.42752, 0.50441]],
  "energy_ha": -1059.417049,
  "smiles": "[H]/N=C(\\[S-])[P@](=O)([O-])O",
  "de_lowest_kj_mol": 151.2,
  "homo_ev": 0.35,
  "gap_ev": 5.8,
  "total_charge": -2,
  "e_lumo_ha": 0.2270
}

---

# 6
{
  "formula": "C4H11NO2",
  "method": "ωB97M-V with the def2-TZVPD basis set",
  "species": ["C", "N", "C", "C", "C", "O", "H", "H", "H", "H", "H", "H", "H", "H", "H", "H", "H", "O"],
  "xyz": [[-0.81483, 1.04105, -1.14111], [0.12329, 0.61215, -0.20752], [1.58302, 0.73415, -0.43416], [2.40758, -0.06685, 0.56384], [-0.22187, 0.48267, 1.22245], [-2.02567, 0.79354, -0.92629], [-0.35371, 0.98510, -2.11857], [1.80034, 0.51973, -1.52820], [1.89060, 1.71968, -0.12958], [2.18524, -1.13691, 0.52217], [1.94449, 0.38945, 1.57096], [3.47858, 0.29608, 0.53576], [0.39198, 1.30453, 1.69832], [0.02393, -0.49091, 1.58234], [-1.20937, 0.76721, 1.41024], [-0.72456, -2.15019, 0.24955], [-2.10114, -2.58087, 0.46832], [-1.21343, -2.92530, 0.41694]],
  "energy_ha": -364.187774,
  "smiles": "CCN(C)C=O.O",
  "de_lowest_kj_mol": 211.1,
  "homo_ev": -9.49,
  "gap_ev": 10.1,
  "total_charge": 0,
  "e_lumo_ha": 0.0214
}